14
Properties=species:S:1:pos:R:3:forces:R:3 method="wB97M-V/def2-TZVPD" gap_ev=10.89 max_force_ev_per_a=2.1 lumo_energy_ev=-3.31 charge=+1 e_above_lowest_ev=0.525
N 0.0404 -1.3211 -1.6960 -1.06 0.25 0.19
H -0.9397 -0.1154 -0.3293 -0.54 -0.77 -0.28
H 1.0175 -1.1703 -1.5173 0.20 0.05 -0.17
H -0.1182 -2.2496 -2.0582 0.09 -0.19 0.05
H -0.3056 -0.6839 -2.4032 0.42 0.03 -0.25
N 1.1822 0.2888 0.5388 1.64 -0.38 0.91
C 0.1102 1.0882 0.9757 -1.74 -0.35 -1.03
N -1.2007 0.2255 0.6097 1.65 0.93 1.00
H 1.5472 -0.3779 1.2175 -0.78 -0.16 0.21
H 2.0613 0.7514 0.3206 -0.60 0.79 -0.46
H -0.0807 1.3739 1.9965 0.56 -0.12 0.62
H -0.0219 1.9634 0.3472 0.31 0.14 0.00
H -2.0500 0.7723 0.7230 -0.10 0.01 -0.47
H -1.2419 -0.5452 1.2750 -0.05 -0.24 -0.33